(1)
DFT (the ωB97M-V functional and the def2-TZVPD basis) results for a 5-piece molecular cluster, H12NO4 overall.

```
17
Properties=species:S:1:pos:R:3:forces:R:3
N 0.553881 0.188108 -0.133250 2.48 -1.12 1.06
H 1.545947 0.450536 0.098936 -1.24 -0.22 0.35
H -0.081996 0.770874 0.394982 -0.20 0.48 0.02
H 0.570882 0.316721 -1.127054 -1.08 0.13 -0.69
H 0.444244 -0.821098 0.119891 0.37 0.60 -0.34
H 1.658882 -3.070920 0.272285 0.21 -0.19 0.88
H 1.241706 -2.287111 1.737586 0.46 -1.13 -2.53
O 1.185618 -2.365251 0.724909 -0.77 1.20 1.81
H -0.766660 1.635853 3.107389 0.30 -0.32 -0.09
H -1.498080 2.369271 2.051707 0.13 -0.10 -0.33
O -0.827806 1.676568 2.143474 -0.40 0.34 0.25
H 0.002879 3.024077 -1.895666 -0.14 0.26 -0.13
H -1.087383 2.385081 -1.006741 -0.30 0.28 -0.22
O -0.156566 2.354022 -1.229912 0.25 -0.05 0.01
H -0.810239 -2.271489 -0.744213 -0.24 -0.48 0.08
H -1.315075 -2.225361 -2.213850 0.22 0.06 0.34
O -0.663037 -1.860581 -1.596064 -0.06 0.25 -0.45
```
Positions in Å, forces in eV/Å.

Calculated values
Total charge   +1
E_tot   -9869.0757 eV
Relative energy (zero: lowest compared OMol25 entry of this formula, charge and spin)   22.6 kcal per mole
LUMO energy   -3.08 eV
HOMO level   -15.32 eV

natural (NBO) atomic charge list, values in e, 8 entries: -0.87 0.43 0.46 0.46 0.46 0.52 0.52 -1.01

(2)
DFT (the ωB97M-V functional and the def2-TZVPD basis) results for an isolated ion of composition C4H2ClO2 and charge -1.

```
9
Properties=species:S:1:pos:R:3:forces:R:3
O 2.124755 -0.781719 0.277057 0.88 -0.09 -0.12
C 1.032556 -0.317364 0.040553 -1.62 -0.57 1.88
C -0.272529 -0.107494 1.010869 2.60 1.08 -2.67
C -0.922865 0.346312 -0.296816 -3.03 1.77 1.51
O -2.103303 0.710767 -0.506281 1.40 -0.51 -0.08
C 0.241385 0.175580 -0.973657 1.21 0.18 -2.29
Cl 0.584484 0.430527 -2.629082 0.24 0.12 -1.13
H -0.728553 -0.956884 1.278764 -1.42 -3.43 1.60
H 0.044070 0.500274 1.798592 -0.27 1.44 1.29
```
Positions in Å, forces in eV/Å.

Calculated values
Total charge   -1
E_tot   -20798.1374 eV
SMILES string   O=C1CC([O-])=C1Cl
Relative energy (zero: lowest compared OMol25 entry of this formula, charge and spin)   10.1 kcal per mole
LUMO energy   3.80 eV
HOMO level   -3.85 eV

natural (NBO) atomic charge list, values in e, 8 entries: -0.66 0.54 -0.56 0.49 -0.69 -0.41 -0.07 0.18

| no. | gap between HOMO and LUMO (hartree) |
| --- | --- |
| 1 | 0.44953 |
| 2 | 0.28106 |